Record 1
Molecular formula: H40O20
Method: DFT, ωB97M-V/def2-TZVPD

The geometry in XYZ format:
```
60
Properties=species:S:1:pos:R:3:forces:R:3
O 0.360 2.979 1.616 0.81 0.41 -0.19
H -0.392 2.799 1.063 -0.89 -0.44 0.18
H 0.157 2.826 2.532 -0.48 -0.19 0.38
O 1.935 3.446 -0.443 0.15 3.12 -0.56
H 2.119 2.585 -0.719 0.17 -1.98 -0.11
H 1.415 3.547 0.352 0.04 -0.83 0.43
O -1.689 -0.153 5.166 0.77 -0.02 0.23
H -1.396 -0.797 4.521 -0.47 -0.30 -0.59
H -0.844 -0.019 5.616 -0.31 0.34 0.34
O 0.444 0.706 -1.526 0.04 0.75 0.87
H -0.037 1.598 -1.602 1.30 -1.35 -0.29
H 1.420 0.788 -1.611 -0.85 0.40 0.14
O -2.386 -1.369 -2.828 -1.27 -1.00 -0.36
H -1.766 -0.697 -2.671 0.88 1.65 -0.29
H -3.000 -1.119 -3.534 0.45 0.36 0.39
O -2.874 -3.642 -1.965 0.23 0.72 1.06
H -2.763 -3.456 -2.897 0.06 -0.26 -0.21
H -2.646 -2.735 -1.619 -0.59 -1.57 -0.47
O 2.215 -3.335 -1.596 0.85 1.74 2.36
H 2.617 -2.453 -1.796 -0.37 -0.87 -0.31
H 2.308 -3.236 -0.589 -0.37 -0.79 -1.87
O -0.415 0.410 -3.903 0.85 -1.06 0.24
H 0.430 0.560 -4.343 -0.27 0.36 -0.45
H -0.057 -0.114 -3.136 -0.65 0.92 -0.64
O -4.959 2.988 -1.873 1.93 -0.37 -2.61
H -4.062 2.695 -1.637 -0.27 0.06 1.07
H -4.723 2.902 -2.858 -1.54 0.38 1.55
O -1.817 0.847 0.538 -2.19 0.85 0.36
H -0.955 0.775 0.204 1.90 -0.16 -0.64
H -2.342 0.434 -0.160 -0.30 0.02 0.22
O -0.380 -1.343 0.817 0.27 -0.81 0.36
H -0.785 -1.612 -0.009 -0.09 -0.17 -0.14
H 0.203 -0.630 0.563 0.47 0.14 -0.12
O 2.274 -0.879 3.072 2.78 -0.48 -0.47
H 2.573 0.014 2.816 -1.78 0.00 0.42
H 1.395 -1.119 3.273 -1.39 0.59 -0.10
O 1.811 -4.463 1.682 1.03 -0.07 0.56
H 1.112 -4.348 1.020 -0.38 -0.48 1.31
H 1.623 -4.803 2.595 -0.72 0.57 -1.95
O 3.681 1.311 -1.211 0.59 -0.15 -0.49
H 3.827 1.507 -0.274 0.38 -0.03 -0.33
H 4.548 1.265 -1.688 -1.20 0.01 0.92
O 3.389 1.569 2.896 2.36 0.89 -0.24
H 4.364 1.380 2.899 -0.92 -1.63 0.18
H 3.617 2.499 2.886 -1.51 1.17 -0.07
O -4.805 0.144 -0.853 -0.13 -0.44 2.41
H -4.720 1.032 -0.494 -0.08 0.66 -0.72
H -4.943 -0.268 0.058 0.44 -0.39 -1.72
O -1.172 2.944 -1.735 -0.41 2.71 1.47
H -1.063 3.735 -1.111 0.52 -1.83 -0.77
H -1.856 3.380 -2.257 -0.06 -0.67 -0.78
O 4.099 -1.215 -2.847 -0.20 -1.21 -0.61
H 3.363 -1.296 -3.479 0.29 0.35 0.20
H 4.520 -2.096 -2.966 -0.10 0.78 0.28
O 5.060 -0.419 3.218 1.03 0.03 -0.25
H 4.181 -0.735 3.072 -1.54 -0.40 0.58
H 5.490 -1.008 2.603 0.97 -0.14 -0.19
O -5.003 -0.754 1.982 -1.34 -1.12 0.06
H -5.417 -1.649 2.205 0.71 1.96 -0.52
H -5.746 -0.137 1.806 0.42 -0.75 0.55
```
Forces are in eV/Å.

As for the net charge: 0. As for the LUMO energy: -0.2 eV. The HOMO-LUMO gap is 10.060 eV. Its spin multiplicity is 1. For the energy relative to the best compared isomer or geometry (same formula, charge and spin), the calculation gives 571.4 kJ/mol. For the HOMO energy, the calculation gives -10.304 eV. The value obtained for the total energy is -1528.665352 hartree.

Record 2
Molecular formula: C39H40BBrN6O4Re
Method: DFT, ωB97M-V/def2-TZVPD

The geometry in XYZ format:
```
92
Properties=species:S:1:pos:R:3:forces:R:3
Re 0.413 1.959 0.764 0.17 0.06 0.10
C 3.960 5.550 -1.135 0.00 0.00 0.00
C 3.589 4.099 -1.208 -0.01 0.00 0.01
C 4.290 3.192 -2.003 0.00 0.00 -0.01
C 3.883 1.877 -2.081 0.00 0.00 -0.01
C 2.779 1.472 -1.352 0.00 -0.02 0.01
Br 2.179 -0.290 -1.594 0.01 0.01 -0.11
N 2.115 2.302 -0.543 -0.01 0.03 0.05
C 2.519 3.594 -0.505 0.03 -0.01 0.00
H 5.032 5.670 -0.984 0.00 0.00 0.00
H 3.440 6.056 -0.323 0.00 0.00 0.00
H 3.700 6.053 -2.067 0.00 0.00 0.00
H 5.148 3.524 -2.576 0.00 0.00 0.00
H 4.395 1.166 -2.712 0.00 0.00 0.00
H 1.940 4.256 0.130 0.00 0.00 0.01
O 0.621 2.687 -2.729 -0.04 0.02 -0.01
C -0.376 2.096 -2.429 0.05 -0.09 -0.03
N -1.397 1.693 -3.203 0.03 -0.04 0.01
C -2.484 1.050 -2.488 0.00 0.04 0.01
C -1.888 1.152 -1.099 0.01 0.01 -0.05
O -2.644 0.764 -0.103 0.01 -0.03 0.00
N -0.708 1.690 -1.042 -0.03 0.02 0.02
C -3.773 1.880 -2.495 0.01 -0.01 0.01
C -3.772 3.198 -2.934 0.00 0.00 0.00
C -4.942 3.946 -2.892 0.00 0.00 0.00
C -6.110 3.386 -2.403 0.00 0.00 0.00
C -6.111 2.071 -1.954 0.00 0.00 0.00
C -4.949 1.319 -1.999 0.01 -0.01 -0.02
C -2.658 -0.396 -2.946 0.02 0.01 0.02
C -3.529 -0.684 -3.991 0.01 0.00 0.00
C -3.614 -1.978 -4.485 0.00 0.01 0.00
C -2.836 -2.987 -3.936 0.01 0.00 0.01
C -1.964 -2.700 -2.895 -0.01 -0.01 -0.01
C -1.870 -1.407 -2.404 -0.02 -0.01 0.03
H -1.334 1.722 -4.209 -0.02 0.04 0.00
H -2.868 3.648 -3.324 0.00 0.00 0.00
H -4.937 4.967 -3.251 0.00 0.00 0.00
H -7.022 3.967 -2.377 0.00 0.00 0.00
H -7.023 1.625 -1.580 0.00 0.00 0.00
H -4.961 0.289 -1.667 0.00 0.00 0.00
H -4.146 0.096 -4.418 -0.01 0.00 0.00
H -4.292 -2.196 -5.298 0.00 0.00 0.00
H -2.909 -3.996 -4.320 0.00 0.00 0.00
H -1.354 -3.485 -2.466 0.01 0.01 -0.01
H -1.184 -1.199 -1.591 0.00 0.00 -0.02
C -3.537 -0.875 2.199 0.00 0.01 0.00
C -3.420 0.655 2.151 0.01 -0.01 0.01
C -2.348 1.071 1.214 0.00 0.03 -0.02
N -1.242 1.622 1.457 -0.19 -0.07 0.06
H -4.323 -1.153 2.898 0.00 0.00 0.00
H -2.603 -1.328 2.532 0.00 0.00 0.00
H -3.791 -1.280 1.220 0.00 0.00 0.00
H -3.182 1.065 3.131 0.00 0.00 0.00
H -4.359 1.098 1.811 0.00 0.00 0.00
C 1.540 -6.545 3.005 0.00 0.00 0.00
C 2.366 -5.778 1.962 0.00 0.00 0.01
C 3.743 -5.484 2.556 0.00 0.00 0.01
C 2.553 -6.650 0.713 0.00 -0.01 -0.01
C 1.621 -4.498 1.579 0.01 0.01 0.00
C 0.350 -4.595 0.997 -0.01 0.00 0.01
C -0.401 -3.486 0.621 0.00 -0.02 0.00
C 0.174 -2.257 0.850 -0.02 0.02 -0.01
O -0.334 -0.989 0.583 -0.01 -0.02 0.11
B 0.662 -0.111 0.986 0.00 0.02 -0.17
O 1.738 -0.789 1.542 -0.03 -0.01 0.15
C 1.418 -2.144 1.424 0.04 0.04 -0.03
C 2.170 -3.233 1.800 0.01 -0.01 0.00
H 2.061 -7.459 3.292 0.00 0.00 0.00
H 0.561 -6.828 2.618 0.00 0.00 0.01
H 1.389 -5.943 3.903 0.00 0.00 0.00
H 4.237 -6.425 2.800 0.00 0.00 0.00
H 3.674 -4.904 3.478 0.00 0.00 0.00
H 4.385 -4.951 1.851 0.00 -0.01 0.00
H 3.093 -7.561 0.976 0.00 0.00 0.00
H 3.129 -6.123 -0.051 0.00 0.00 0.00
H 1.600 -6.948 0.275 0.00 0.00 0.00
H -0.076 -5.575 0.831 0.00 0.00 0.00
H -1.383 -3.586 0.179 0.00 0.00 0.01
H 3.144 -3.101 2.248 0.00 0.00 0.00
N 3.473 1.397 2.199 -0.01 0.02 0.02
C 2.846 2.471 2.708 0.01 0.00 0.02
C 3.529 3.339 3.589 0.00 0.01 0.01
C 2.895 4.428 4.108 0.01 -0.01 0.00
C 1.554 4.685 3.765 -0.01 0.01 0.00
C 0.947 3.840 2.897 0.00 0.01 -0.02
N 1.568 2.746 2.338 0.04 -0.03 -0.10
H 4.394 1.201 2.555 0.00 0.01 0.00
H 2.945 0.582 1.905 -0.03 -0.04 -0.05
H 4.550 3.104 3.856 0.00 0.00 0.00
H 3.418 5.082 4.793 0.00 0.00 0.00
H 1.012 5.524 4.175 0.00 0.00 0.00
H -0.084 3.988 2.600 0.00 0.00 0.00
```
Forces are in eV/Å.

As for the net charge: +2. As for the LUMO energy (spin up / spin down): -6.8 / -6.8 eV. Its expectation value of S² is 0.7626. The HOMO-LUMO gap (spin up / spin down) is 6.244 / 6.196 eV. Its spin multiplicity is 2. For the energy relative to the best compared isomer or geometry (same formula, charge and spin), the calculation gives 137.4 kJ/mol. For the HOMO energy (spin up / spin down), the calculation gives -13.023 / -13.001 eV. The value obtained for the total energy is -4816.473244 hartree.

Record 3
Molecular formula: C9H7NO
Method: DFT, ωB97M-V/def2-TZVPD

The geometry in XYZ format:
```
18
Properties=species:S:1:pos:R:3:forces:R:3
C 2.078 1.917 0.056 -0.17 0.32 0.05
C 3.044 0.984 -0.081 1.59 -1.48 0.44
C 1.429 -0.811 -0.106 -2.78 -0.99 0.25
C 0.787 1.532 0.351 -2.07 -2.49 -0.48
C 0.405 0.174 -0.025 2.96 3.19 0.26
C 2.846 -0.577 -0.068 -0.61 3.06 0.81
C 0.726 -2.034 -0.023 -2.19 3.69 -0.77
C -0.648 -1.727 -0.068 3.42 1.15 0.65
C -2.040 0.360 -0.016 2.99 1.84 2.23
N -0.807 -0.374 0.002 0.22 -1.53 -0.50
O 3.728 -1.387 0.114 0.00 0.21 -0.47
H 2.210 2.981 0.171 0.91 0.19 -0.33
H 4.066 1.290 0.024 0.58 0.10 -0.25
H 1.300 -2.840 0.093 1.24 -3.78 0.18
H -1.480 -2.287 -0.118 -2.54 -2.18 -0.09
H -2.589 0.185 -0.825 -2.29 -1.05 -3.39
H -2.564 0.187 0.875 -0.92 -0.23 1.21
H -1.726 1.407 -0.059 -0.31 -0.02 0.21
```
Forces are in eV/Å.

As for the net charge: 0. As for the LUMO energy (spin up / spin down): -1.3 / -1.7 eV. The HOMO-LUMO gap (spin up / spin down) is 6.490 / 7.095 eV. Its spin multiplicity is 1. For the energy relative to the best compared isomer or geometry (same formula, charge and spin), the calculation gives 475.2 kJ/mol. For the HOMO energy (spin up / spin down), the calculation gives -7.826 / -8.748 eV. The value obtained for the total energy is -476.978401 hartree.

Record 4
Molecular formula: C19H22N2O5
Method: DFT, ωB97M-V/def2-TZVPD

The geometry in XYZ format:
```
48
Properties=species:S:1:pos:R:3:forces:R:3
C -1.561 -3.103 2.961 6.66 -4.34 -4.21
C -0.582 -2.231 1.995 -18.95 3.84 1.36
C -1.156 -1.985 0.562 -7.45 -7.91 4.31
O -0.287 -1.407 -0.179 3.00 1.26 0.21
C -0.533 -1.485 -1.378 -0.26 1.00 -14.87
O -1.425 -1.824 -2.356 3.12 0.84 7.49
C 0.785 -0.855 -2.293 -10.96 10.84 6.61
N 1.656 -0.451 -1.388 2.70 9.68 5.40
C 1.362 0.931 -0.559 -4.27 -4.42 1.35
O 0.170 1.283 -0.370 4.76 0.13 -1.25
C 2.580 0.983 0.339 -2.22 3.27 -1.64
C 2.814 2.062 1.203 0.45 -5.16 -2.62
C 4.037 1.918 1.707 3.31 5.10 6.46
C 5.066 1.074 1.455 -3.14 -3.64 -4.28
C 4.752 -0.033 0.418 -3.40 7.58 4.19
C 3.488 0.036 -0.130 4.22 4.38 6.31
C 2.981 -0.549 -1.158 -2.27 -14.21 -12.86
O 3.446 -1.663 -1.977 -0.66 6.07 4.60
C -2.554 -1.375 0.469 -5.14 1.96 5.55
O -3.700 -1.758 1.011 4.51 -1.03 -2.92
N -2.474 -0.037 0.482 5.11 5.71 -5.86
C -3.520 1.076 0.159 0.37 -1.60 5.50
C -3.755 1.730 -1.178 0.20 -8.55 -4.00
C -3.579 3.142 -1.286 14.59 -3.95 1.17
C -2.561 3.258 -0.119 -4.84 -0.05 3.74
C -3.151 2.260 1.134 -0.62 2.20 -3.67
H -1.075 -3.180 3.882 0.29 0.21 1.68
H -1.543 -4.231 2.541 0.00 2.27 0.86
H -2.500 -2.876 2.923 -5.41 2.05 0.10
H -0.684 -1.368 2.466 0.92 4.29 1.95
H 0.161 -2.590 1.838 16.30 -7.50 -2.41
H -1.553 -3.085 0.161 1.83 2.04 0.55
H 1.095 -1.571 -2.617 5.98 -14.57 -7.96
H 0.194 -0.179 -2.947 1.22 -0.06 0.28
H 2.127 2.581 1.720 -2.58 2.22 0.85
H 4.184 2.787 2.704 0.14 -2.66 -3.07
H 5.989 1.096 1.920 1.53 0.07 0.89
H 5.521 -0.596 0.391 4.64 -4.71 -1.53
H -1.493 0.455 -0.078 -3.35 -2.32 2.38
H -4.302 0.491 0.650 -1.09 0.67 -0.89
H -3.017 1.039 -1.940 -2.01 1.90 1.66
H -4.808 1.362 -1.397 1.16 0.61 -0.48
H -4.400 3.380 -1.130 -13.02 6.18 2.58
H -3.029 3.495 -2.081 0.17 0.65 -2.41
H -1.602 2.956 -0.122 3.23 -1.37 -1.65
H -2.515 4.147 0.401 -0.02 2.73 0.50
H -2.305 2.202 1.790 0.03 -0.76 0.63
H -4.049 2.779 1.612 1.17 -0.92 -0.58
```
Forces are in eV/Å.

As for the net charge: 0. As for the LUMO energy: -2.0 eV. The HOMO-LUMO gap is 7.165 eV. Its spin multiplicity is 1. The SMILES is CC[C@H](OC(=O)CN1C(=O)c2ccccc2C1=O)C(=O)NC1CCCC1. For the energy relative to the best compared isomer or geometry (same formula, charge and spin), the calculation gives 2076.9 kJ/mol. For the HOMO energy, the calculation gives -9.192 eV. The value obtained for the total energy is -1222.231750 hartree.